1.
Molecular formula: C25H40BrCl3FeN3O3Si
Method: DFT, the ωB97M-V functional and the def2-TZVPD basis

XYZ file:
```
77
Properties=species:S:1:pos:R:3:mulliken_spin:R:1
C 1.61639 -1.40837 -5.01645 0.007
C 1.10978 -0.11060 -4.47614 0.059
H 1.80654 -1.32949 -6.08708 0.002
H 0.90176 -2.21796 -4.84110 -0.001
H 2.54492 -1.69338 -4.51967 -0.004
C 0.56919 0.84504 -5.24149 0.046
C 0.01917 0.55803 -6.59362 -0.002
H 0.41433 1.85760 -4.85552 0.008
H -0.48343 -0.42224 -6.62928 0.002
H 0.82130 0.55296 -7.34027 0.003
H -0.71955 1.30608 -6.89591 0.001
Fe 2.24705 -2.63390 0.59715 3.712
Cl 3.07937 -0.49906 0.35670 0.109
Cl -0.50273 -2.74380 -0.99114 -0.010
C 0.69121 2.45189 1.19123 0.001
O -0.07134 1.47605 1.22583 0.002
N 0.27701 3.74244 1.14237 0.000
C -1.13483 4.06623 1.29285 0.000
C 1.21041 4.84910 1.29242 0.000
H 1.79074 2.34287 1.18038 -0.001
H -1.71390 3.14181 1.31329 0.000
H -1.46719 4.69359 0.45568 0.000
H -1.27943 4.63269 2.22163 0.000
H 2.23063 4.46735 1.20343 0.000
H 1.07742 5.32407 2.27515 0.000
H 1.04381 5.60372 0.51385 0.000
H -2.05760 -1.11415 -3.46066 0.003
H -2.40399 1.46853 -3.99320 0.001
C -2.95152 -0.94474 -2.84587 0.000
C -3.15406 1.46432 -3.18911 -0.001
N -2.90194 0.37572 -2.26365 0.000
H -2.97032 -1.67516 -2.03635 0.001
C -3.03899 0.53838 -0.90292 0.000
O -3.25916 -0.35906 -0.09443 0.000
H -3.12480 2.42795 -2.66495 0.000
H -2.92952 1.59377 -0.58126 0.000
H -3.83791 -1.04898 -3.48940 0.000
H -4.14122 1.34507 -3.66993 0.000
O -0.15212 -0.74904 -2.77362 0.828
C 0.95904 -0.03235 -2.93787 -0.030
C -0.21784 2.05025 -1.94617 0.000
C 0.96572 1.42750 -2.33035 -0.027
H -1.04858 1.43408 -1.61320 0.002
C -0.30964 3.44339 -2.01385 -0.002
H 1.90256 -0.46816 -2.53119 0.070
C 2.15319 2.15097 -2.27815 0.019
H -1.29680 3.90909 -1.98498 0.000
C 0.87202 4.19288 -2.10626 0.003
C 2.10158 3.54084 -2.15050 -0.001
H 3.08982 1.59212 -2.33725 0.004
H 0.80430 5.29014 -2.11394 0.000
H 3.03928 4.12153 -2.10945 0.000
Si 0.25422 -4.61118 -0.58339 0.001
Cl 2.88536 -2.82097 -1.56470 0.136
C -1.07291 -5.93904 -0.72875 0.003
C 1.06231 -4.51268 1.15570 0.055
C 1.54176 -5.73994 -1.46438 0.005
H -1.68833 -5.67077 -1.58496 0.000
H -1.63745 -5.96748 0.19900 0.000
H -0.64413 -6.93696 -0.91130 0.001
H 1.18648 -5.92697 -2.48344 -0.002
H 1.49480 -6.69333 -0.90875 0.000
H 2.59292 -5.42362 -1.48697 -0.001
H 0.88821 -3.66937 1.85601 -0.022
H 2.08128 -4.90891 1.29876 -0.006
H 0.38719 -5.28206 1.57420 0.018
Br -3.03345 -2.48770 4.46626 0.001
C -1.39080 -1.85799 3.76260 0.006
C -0.53236 -1.10769 4.56581 -0.002
C 0.53836 -0.46637 3.97531 0.001
C 0.81859 -0.74883 2.63818 -0.020
N 0.19787 -1.70882 1.97924 0.011
C -1.00772 -2.13683 2.43901 0.012
H -0.75841 -0.98925 5.62806 0.000
H 1.20280 0.20854 4.49549 0.000
H 1.61174 -0.21861 2.10329 0.002
H -1.64346 -2.74249 1.78172 0.000
```

Its frontier orbital gap (alpha / beta) is 0.3143 / 0.2606 hartree. Its spin multiplicity is 6. The net charge is 0.



2.
Molecular formula: C43H41Br3N8O10
Method: DFT, the ωB97M-V functional and the def2-TZVPD basis

XYZ file:
```
105
Properties=species:S:1:pos:R:3:lowdin_charge:R:1
N 2.37636 -2.43591 4.65431 -0.007
C 2.08000 -1.32850 5.38197 -0.159
C 3.21196 -0.90142 6.04068 -0.101
C 4.26230 -1.81405 5.69210 -0.102
C 3.70400 -2.71675 4.82510 -0.155
H 1.74578 -2.89161 4.02546 0.096
H 1.10101 -0.90241 5.21438 0.100
H 3.26900 0.02218 6.59269 0.085
H 5.29377 -1.70634 5.97885 0.086
H 4.08387 -3.53162 4.22623 0.107
N 3.94077 0.33095 -1.77888 0.039
C 3.72747 0.78884 -3.04065 -0.140
C 2.91348 -0.07391 -3.71419 -0.106
C 2.76974 -1.21032 -2.88044 -0.124
C 3.46252 -0.96692 -1.71581 -0.164
H 4.38211 0.82476 -1.01698 0.076
H 4.03311 1.78169 -3.31666 0.100
H 2.54833 -0.04864 -4.72704 0.088
H 2.10144 -2.04521 -3.02839 0.085
H 3.57173 -1.58604 -0.84151 0.075
N 3.62156 2.08987 1.39770 0.021
C 4.77085 1.62571 0.80426 -0.179
C 5.36441 2.66889 0.12623 -0.092
C 4.52481 3.79823 0.30379 -0.099
C 3.42496 3.40067 0.99858 -0.136
H 2.95481 1.57187 1.93893 0.072
H 5.13811 0.61918 0.92188 0.117
H 6.23948 2.64338 -0.50146 0.103
H 4.68003 4.77094 -0.13651 0.068
H 2.58717 3.97360 1.36075 0.112
C 0.66335 -0.86787 0.09740 -1.414
Br 1.94764 -1.17167 1.57003 0.679
Br 0.81802 1.02223 -0.40409 0.655
Br -1.20174 -1.30868 0.47439 0.742
H 0.91570 -1.46392 -0.76962 -0.046
C -4.33786 -1.19638 -1.15289 -0.081
C -4.72361 -0.52933 0.00531 -0.094
C -6.06851 -0.23744 0.25972 0.005
C -6.99461 -0.70025 -0.66727 -0.153
C -6.64036 -1.45522 -1.74931 -0.016
C -5.30650 -1.71827 -2.00974 -0.050
N -8.39571 -0.25665 -0.52723 -0.351
O -9.22543 -0.59368 -1.34115 0.083
O -8.66000 0.42006 0.45421 0.070
H -3.28261 -1.31447 -1.36049 0.048
H -3.96105 -0.17240 0.68526 0.083
H -6.31733 0.38610 1.10321 0.122
H -7.35797 -1.73742 -2.50879 0.123
H -5.06146 -2.33939 -2.85930 0.110
C 0.84054 2.12952 4.48697 -0.064
C 0.15782 2.43425 5.66270 -0.063
C -1.06547 1.86203 5.87778 -0.015
C -1.62732 0.97349 4.97411 -0.137
C -0.99634 0.75847 3.76014 -0.010
C 0.26611 1.28504 3.53775 -0.094
N -2.90119 0.28999 5.28572 -0.347
O -3.58148 0.77999 6.15736 0.093
O -3.13575 -0.73832 4.67959 0.074
H 1.82373 2.55389 4.32582 0.106
H 0.63935 3.09460 6.36978 0.112
H -1.57346 1.94259 6.83293 0.122
H -1.45116 0.01204 3.12203 0.074
H 0.83758 0.93075 2.68903 0.001
C 1.45565 3.36948 -3.42159 -0.088
C 2.39270 3.61642 -4.40607 -0.079
C 3.39094 4.55068 -4.17645 -0.005
C 3.41353 5.27565 -2.99483 -0.136
C 2.44774 5.01774 -2.01927 -0.005
C 1.49928 4.02359 -2.20666 -0.086
N 4.58453 6.08711 -2.65928 -0.343
O 4.75701 6.36361 -1.48951 0.061
O 5.30347 6.41821 -3.58083 0.087
H 0.63290 2.66643 -3.49790 0.095
H 2.27575 3.06094 -5.32724 0.110
H 4.10513 4.72381 -4.96991 0.122
H 2.40386 5.57198 -1.09145 0.120
H 0.78171 3.74781 -1.44654 0.076
C 0.08032 -0.44752 -7.76059 -0.051
C -0.22876 0.56186 -6.83788 -0.061
C -0.37798 0.26552 -5.50036 -0.018
C -0.17318 -1.03071 -5.05948 -0.164
C 0.14978 -2.04159 -5.94082 -0.001
C 0.18588 -1.76698 -7.30313 -0.055
N -0.53878 -1.33784 -3.66765 -0.337
O -0.53792 -2.49925 -3.30404 0.066
O -0.81205 -0.40730 -2.93468 0.023
H 0.13161 -0.26423 -8.82394 0.106
H -0.27371 1.59043 -7.16924 0.108
H -0.49631 1.07594 -4.79597 0.106
H 0.24591 -3.05145 -5.56533 0.122
H 0.38656 -2.57254 -7.99492 0.108
C -5.31216 -4.77342 1.83263 -0.060
C -4.79497 -3.48966 1.76007 -0.045
C -3.49338 -3.27150 2.19473 -0.015
C -2.75684 -4.32609 2.74664 -0.140
C -3.31322 -5.59008 2.89944 0.000
C -4.57895 -5.81037 2.40554 -0.065
N -1.45754 -4.06641 3.33313 -0.338
O -0.97672 -4.89153 4.07779 0.091
O -0.94457 -2.97110 3.12363 -0.015
H -6.25145 -4.99519 1.34278 0.110
H -5.41863 -2.71664 1.33350 0.091
H -2.99513 -2.31393 2.21866 0.045
H -2.75248 -6.40558 3.33263 0.121
H -5.06743 -6.77109 2.49764 0.109
```

Its frontier orbital gap is 0.2624 hartree. The net charge is 0.



3.
Molecular formula: C46H43N8O18
Method: DFT, the ωB97M-V functional and the def2-TZVPD basis

XYZ file:
```
115
Properties=species:S:1:pos:R:3:lowdin_charge:R:1
C 0.25243 -0.56010 0.41188 -0.758
O -0.05057 -1.76010 0.12488 -0.063
O -0.27757 0.39390 -0.40212 0.030
O 1.08143 -0.25810 1.33188 -0.072
H -0.74057 -0.19410 -0.96612 0.005
C -7.40857 -1.11410 -1.78512 -0.136
C -6.18857 -2.00910 -2.29412 0.003
C -4.83057 -1.40710 -1.94612 -0.004
C -4.68657 0.13490 -1.80912 -0.077
C -5.88357 0.90790 -1.26512 0.117
C -7.30457 0.12490 -1.32912 -0.093
N -3.35657 0.72290 -1.87612 -0.337
O -2.39457 -0.05410 -2.03612 0.037
O -3.19457 1.91790 -1.76812 0.078
H -8.42357 -1.65210 -1.87512 0.115
H -6.03157 -3.15310 -2.56412 0.125
H -3.98857 -2.01310 -2.20112 0.065
H -5.75657 1.77690 -0.68912 0.064
H -8.32557 0.51690 -1.09012 0.105
C 0.90543 -2.77910 3.61588 -0.021
C 1.00143 -3.03410 5.18388 0.044
C 2.00643 -4.02910 5.69488 0.063
C 3.00843 -4.75310 4.66388 -0.060
C 2.76143 -4.60510 3.11088 0.131
C 1.63443 -3.51510 2.69888 -0.015
N 3.96243 -5.75610 5.09788 -0.405
O 4.21643 -5.82610 6.35488 -0.001
O 4.36743 -6.56410 4.35888 0.098
H 0.17243 -2.22810 3.37588 0.011
H 0.44843 -2.63210 5.85388 -0.003
H 2.35443 -4.28510 6.59888 0.021
H 3.25743 -5.22610 2.45888 0.039
H 1.35043 -3.33210 1.69788 0.054
C -2.61157 -3.84010 0.01688 -0.079
C -4.09957 -4.25710 -0.02812 -0.032
C -4.56857 -5.66410 0.12388 0.036
C -3.44257 -6.70210 -0.22012 -0.066
C -2.01957 -6.13810 -0.46912 0.132
C -1.64657 -4.76310 -0.08712 -0.040
N -3.79057 -8.05310 -0.18212 -0.379
O -4.92457 -8.42610 0.17288 0.038
O -2.92157 -8.89210 -0.49812 0.047
H -2.32157 -2.96210 0.18588 0.001
H -4.77157 -3.19010 0.14388 0.140
H -5.64357 -5.82110 0.17888 0.083
H -1.49157 -6.76610 -0.70412 -0.049
H -0.77957 -4.11410 -0.13512 0.096
C 0.98643 3.30490 -3.53612 -0.071
C 1.16443 4.08490 -4.85112 0.056
C -0.05257 4.96090 -5.22912 0.060
C -1.15557 5.36190 -4.25412 -0.075
C -1.24057 4.44390 -2.98012 0.120
C -0.07657 3.43690 -2.64712 -0.036
N -2.16657 6.34490 -4.54812 -0.369
O -1.92657 6.88790 -5.73212 -0.015
O -2.91157 6.65690 -3.70912 0.132
H 1.84743 2.72790 -3.18012 0.084
H 1.85843 4.17790 -5.43312 -0.030
H 0.26743 5.53190 -5.97812 0.030
H -1.79057 4.40990 -2.14012 0.013
H -0.01157 2.85390 -1.73712 0.077
C 5.41143 -0.70410 -0.36812 0.001
C 6.37843 0.35290 -0.90912 0.029
C 6.00743 1.81390 -0.75912 0.064
C 4.66743 2.23190 -0.15712 -0.121
C 3.70443 1.24390 0.09888 0.018
C 4.10043 -0.23810 0.07088 -0.009
N 4.36743 3.70190 -0.08912 -0.322
O 3.31743 4.16790 0.44688 0.020
O 5.10543 4.50490 -0.64512 0.056
H 5.52543 -1.69910 -0.34212 0.040
H 7.24443 0.14390 -1.20712 -0.012
H 6.59043 2.61090 -0.87212 0.032
H 2.69543 1.35490 0.65988 0.111
H 3.46743 -0.99110 0.32688 0.044
C -0.77357 3.46290 1.22688 -0.033
C 0.29043 4.19290 2.21688 0.063
C -0.07857 5.63090 2.68788 0.046
C -1.44857 6.19890 2.31088 -0.116
C -2.33257 5.47090 1.24188 0.050
C -1.91557 4.10790 0.86088 -0.152
N -1.81657 7.50690 2.74688 -0.370
O -1.15957 8.02390 3.67388 0.040
O -2.78557 8.05190 2.16688 0.031
H -0.66957 2.41890 1.11388 0.057
H 1.20243 3.86990 2.56188 0.020
H 0.58543 6.24890 3.37288 0.110
H -3.36457 5.81990 0.84688 0.125
H -2.68857 3.38590 0.32888 0.124
C 1.46243 -0.54710 -4.50312 -0.034
C 1.58143 -1.53210 -5.70012 0.028
C 0.78243 -2.87310 -5.65612 0.089
C -0.09757 -3.18210 -4.36212 -0.013
C -0.04357 -2.07510 -3.21112 0.033
C 0.64843 -0.86710 -3.40612 -0.107
N -0.96557 -4.38610 -4.29112 -0.336
O -0.87557 -5.18610 -5.26212 0.024
O -1.66757 -4.67610 -3.29012 0.037
H 2.15343 0.21090 -4.51012 0.051
H 2.16143 -1.28810 -6.49112 0.025
H 0.75143 -3.55510 -6.34312 0.000
H -0.68557 -2.30910 -2.36912 0.071
H 0.59043 -0.12010 -2.45912 0.141
C 4.03443 2.85390 4.31588 -0.316
O 4.75943 3.56590 5.06588 -0.045
N 3.38843 1.81290 4.87688 -0.144
C 2.62043 0.77290 3.99988 -0.028
C 3.18943 1.78290 6.34288 -0.013
H 3.87343 2.87790 3.24088 0.113
H 2.98943 -0.20010 4.12988 0.038
H 2.92543 0.75890 2.85188 0.083
H 1.43943 0.94290 4.06288 0.126
H 2.95243 2.61990 6.69388 0.015
H 4.05943 1.44590 6.74288 0.062
H 2.64743 0.91590 6.63988 0.088
```

Its frontier orbital gap is 0.2454 hartree. The net charge is -1.



| no. | energy (eV) | M (g mol⁻¹) |
| --- | --- | --- |
| 1 | -187060.3371 | 700.81 |
| 2 | -287764.1721 | 1069.56 |
| 3 | -97128.8743 | 995.89 |